1.
Molecular formula: C4H10O2
Method: DFT, ωB97M-V/def2-TZVPD

Summary:
* frontier orbital gap: 10.57 eV
* energy: -308.77371 hartree
* energy above the lowest of the compared OMol25 structures with the same formula, charge and spin: 78.1 kcal/mol
* LUMO level: 0.665 eV
* highest occupied orbital energy: -9.90 eV
* maximum force: 4.4 eV/A
* 2S+1: 1
* structure (SMILES): CC[C@H](O)CO

```
16
Properties=species:S:1:pos:R:3:forces:R:3:lowdin_charge:R:1
C 0.5358 -1.8143 -0.0689 -2.284 2.088 -1.182 -0.109
C 1.1555 -0.5572 0.5094 1.332 -0.160 -0.288 -0.264
C 0.6768 0.6877 -0.1856 -2.844 -1.646 0.923 -0.284
O 0.9307 1.8423 0.5291 -0.821 0.255 0.126 -0.030
C -1.1755 0.3867 -0.3219 1.072 3.351 -1.051 -0.155
O -1.6454 1.6111 0.2764 -0.314 0.316 -0.175 -0.135
H 0.8796 -2.7060 0.4608 -0.993 0.021 0.099 0.071
H 0.7821 -1.9375 -1.1279 0.353 -0.033 0.057 0.065
H -0.6283 -1.3572 -0.1731 2.985 -3.160 0.904 0.091
H 2.2464 -0.5768 0.3632 -0.033 -0.080 0.454 0.115
H 0.9287 -0.4943 1.5794 0.102 0.162 -0.167 0.123
H 1.0655 0.8013 -1.1994 -0.432 -0.241 -0.176 0.136
H 0.0575 2.2424 0.7325 0.409 -0.103 -0.101 0.089
H -1.9511 -0.3244 -0.0160 1.128 -0.738 0.510 0.097
H -1.2775 0.4639 -1.4088 -0.109 -0.089 -0.093 0.093
H -2.5806 1.7324 0.0507 0.446 0.058 0.159 0.098
```
Forces are in eV/Å.


2.
Molecular formula: C4H10O2
Method: DFT, ωB97M-V/def2-TZVPD

Summary:
* frontier orbital gap: 7.70 eV
* energy: -308.72451 hartree
* energy above the lowest of the compared OMol25 structures with the same formula, charge and spin: 109.0 kcal/mol
* LUMO level: 0.516 eV
* highest occupied orbital energy: -7.19 eV
* maximum force: 0.6 eV/A
* 2S+1: 1

```
16
Properties=species:S:1:pos:R:3:forces:R:3:lowdin_charge:R:1
C 2.0174 0.5461 -0.7848 0.030 0.127 0.014 -0.128
C 1.2849 -0.5962 -0.0802 0.105 -0.146 -0.005 -0.360
C 0.3314 -0.3345 1.0451 0.607 0.024 0.184 -0.070
O -0.9186 0.5968 0.2649 -0.255 -0.374 0.431 -0.088
C -1.9133 -0.4791 0.2712 -0.031 -0.055 -0.095 -0.287
O -3.1589 0.0758 0.0985 -0.281 0.213 -0.373 0.004
H 2.7673 0.1588 -1.4854 -0.101 0.097 0.069 0.063
H 1.3216 1.1752 -1.3526 0.090 -0.090 0.096 0.061
H 2.5307 1.1838 -0.0556 -0.062 -0.070 -0.104 0.067
H 0.8283 -1.2564 -0.8363 0.072 0.091 0.189 0.092
H 2.0099 -1.2375 0.4436 0.078 0.008 -0.133 0.106
H 0.7013 0.4917 1.6709 0.216 0.062 -0.118 0.036
H -1.2017 1.2920 0.8846 0.005 -0.333 -0.052 0.148
H -1.8915 -1.0359 1.2082 0.065 0.389 -0.146 0.116
H -1.5571 -1.1190 -0.5445 -0.259 0.096 0.117 0.136
H -3.1519 0.5384 -0.7476 -0.279 -0.040 -0.073 0.103
```
Forces are in eV/Å.


3.
Molecular formula: C4H10O2
Method: DFT, ωB97M-V/def2-TZVPD

Summary:
* frontier orbital gap: 10.52 eV
* energy: -308.79490 hartree
* energy above the lowest of the compared OMol25 structures with the same formula, charge and spin: 64.8 kcal/mol
* LUMO level: 0.886 eV
* highest occupied orbital energy: -9.64 eV
* maximum force: 4.8 eV/A
* 2S+1: 1
* structure (SMILES): C[C@@H](O)CCO

```
16
Properties=species:S:1:pos:R:3:forces:R:3:lowdin_charge:R:1
C -1.9077 1.4692 0.1686 0.730 -1.721 -3.185 -0.065
C -0.4116 0.8480 0.3387 -3.258 3.044 1.654 -0.394
O -0.5442 0.4648 1.7836 1.119 -3.154 -3.312 -0.060
C -0.1402 -0.2963 -0.5925 2.519 -2.741 2.480 -0.161
C 1.4619 -0.5919 -0.6368 -1.602 0.379 0.496 -0.225
O 1.6251 -1.9608 -1.1591 -0.006 1.298 1.539 -0.108
H -2.4385 0.4985 -0.2627 0.436 2.476 0.350 0.100
H -2.5483 1.7813 1.0179 1.227 -0.058 -0.143 0.063
H -1.7254 2.3265 -0.5887 -1.223 -1.446 0.879 0.085
H 0.2651 1.7512 0.0990 -0.318 -1.592 0.966 0.152
H -0.3253 1.1851 2.2955 0.801 2.565 1.629 0.031
H -0.2235 -0.1805 -1.6331 -1.525 0.682 -1.187 0.092
H -0.6611 -1.2878 -0.2163 0.808 2.079 -0.788 0.157
H 1.8712 -0.3630 0.3819 -0.006 -0.965 -0.699 0.111
H 1.9073 0.2267 -1.2895 -0.295 -1.630 0.263 0.126
H 1.2170 -2.5439 -0.4684 0.594 0.783 -0.943 0.097
```
Forces are in eV/Å.


4.
Molecular formula: C4H10O2
Method: DFT, ωB97M-V/def2-TZVPD

Summary:
* frontier orbital gap: 10.95 eV
* energy: -308.83914 hartree
* energy above the lowest of the compared OMol25 structures with the same formula, charge and spin: 37.0 kcal/mol
* LUMO level: 0.778 eV
* highest occupied orbital energy: -10.17 eV
* maximum force: 3.9 eV/A
* 2S+1: 1
* structure (SMILES): CC(C)(O)CO

```
16
Properties=species:S:1:pos:R:3:forces:R:3:lowdin_charge:R:1
C -0.6163 1.5277 0.1451 0.909 0.955 1.534 -0.036
C -0.4374 -0.0067 -0.0135 -2.072 -0.499 1.518 -0.558
C -0.3772 -0.6308 1.3974 -0.385 -1.248 -2.148 -0.029
O -1.5348 -0.6958 -0.7923 1.955 2.027 0.319 -0.046
C 0.8603 -0.3578 -0.6809 -0.607 1.632 -3.488 -0.303
O 1.9867 0.1266 -0.0853 2.132 -1.155 2.835 -0.057
H 0.4811 1.9330 0.2345 -2.091 -0.540 0.478 0.112
H -1.3410 1.9423 1.0339 1.988 -1.390 -2.111 0.138
H -0.9371 2.0043 -0.7597 -0.526 0.083 -0.691 0.049
H -1.3015 -0.6590 1.9215 -0.738 0.920 0.618 0.077
H -0.2140 -1.7004 1.2598 0.555 -0.174 -0.016 0.089
H 0.4541 -0.1730 1.8673 0.471 0.369 1.079 0.071
H -1.4316 -0.2023 -1.6350 -0.613 -0.713 0.372 0.088
H 0.9190 -1.3994 -0.8989 -0.161 -1.012 0.034 0.122
H 0.9275 0.1727 -1.6853 -0.679 -0.688 0.644 0.152
H 2.2518 -0.5586 0.5943 -0.138 1.431 -0.976 0.130
```
Forces are in eV/Å.